(1)
Density functional theory data (ωB97M-V with the def2-TZVPD basis set) for a cluster of 3 separate species, C17H35BrClN3O8P in total.

Geometry as ORCA input:
```
! wB97M-V def2-TZVPD RIJCOSX def2/J DEFGRID3
* xyz 1 1
C -1.3752 5.7364 2.0576
C -1.8630 5.5709 0.6201
C -1.3113 4.3719 -0.1525
Br 0.6313 4.3479 -0.0762
C -1.8514 3.0398 0.3578
C -3.3206 2.8916 -0.0374
N -3.9034 1.5871 0.4527
C -4.0926 1.5342 1.9618
O -3.9761 2.8215 2.4885
O -5.2504 3.0999 3.1173
P -5.5329 1.3938 -0.4880
O -6.4644 2.3602 0.3986
Cl -6.1020 -0.4123 0.2560
C -2.9970 0.4519 0.0100
C -1.5380 0.7326 0.3445
C -0.6300 -0.3530 -0.2340
O -0.3069 -1.3621 0.7242
C 0.8042 -1.0750 1.4839
C 1.7100 -2.2621 1.5934
O 0.9883 0.0081 1.9403
O -1.1583 1.9654 -0.2336
H -1.4808 4.8228 2.6480
H -1.9593 6.5184 2.5464
H -0.3323 6.0485 2.0819
H -1.6181 6.4714 0.0532
H -2.9583 5.5104 0.6182
H -1.5291 4.4725 -1.2170
H -1.7234 2.9986 1.4482
H -3.9486 3.7094 0.3031
H -3.3695 2.8496 -1.1304
H -3.3553 0.8586 2.3932
H -5.0886 1.1482 2.1696
H -5.0210 3.9013 3.6168
H -6.0770 2.9917 1.0258
H -3.3443 -0.4583 0.4991
H -3.1126 0.3457 -1.0729
H -1.3920 0.7713 1.4315
H -1.1015 -0.8646 -1.0741
H 0.2650 0.1337 -0.6194
H 2.5745 -1.9890 2.1974
H 2.0478 -2.5249 0.5901
H 1.2060 -3.1175 2.0451
C 1.8070 -0.9532 -3.5408
O 1.1411 -0.3491 -2.7087
N 1.8760 -2.2865 -3.6442
C 2.7139 -2.9406 -4.6302
C 1.1116 -3.0974 -2.7194
H 2.4323 -0.4284 -4.2789
H 2.1132 -3.5666 -5.2930
H 3.4656 -3.5552 -4.1366
H 3.2212 -2.1858 -5.2283
H 0.0437 -2.8922 -2.8184
H 1.4045 -2.8859 -1.6914
H 1.2970 -4.1466 -2.9340
C 4.2579 -4.3101 -0.2596
O 4.1888 -3.9719 -1.4289
N 5.3827 -4.3170 0.4727
C 5.3971 -4.7239 1.8623
C 6.6239 -3.9028 -0.1639
H 3.3693 -4.6461 0.3034
H 5.7442 -3.9103 2.5018
H 6.0521 -5.5842 2.0088
H 4.3898 -5.0019 2.1687
H 6.5446 -2.8782 -0.5270
H 6.8499 -4.5445 -1.0152
H 7.4306 -3.9681 0.5618
*
```

Values from the calculation:
Lowest unoccupied orbital energy, eV: -2.8633
Highest occupied orbital energy, eV: -11.0176
Electronic energy, hartree: -4810.2292
Strongest force on any atom, eV/A: 0.722
Gap between HOMO and LUMO, eV: 8.15

Löwdin population analysis, charges in e, atoms 1 to 6: number 1, C, carries -0.11; number 2, C, carries -0.28; number 3, C, carries -0.63; number 4, Br, carries 0.81; number 5, C, carries -0.37; number 6, C, carries -0.10

(2)
Density functional theory data (ωB97M-V with the def2-TZVPD basis set) for a structure of composition C17H35BrIInNO8P2 in a non-equilibrium geometry.

Geometry as ORCA input:
```
! wB97M-V def2-TZVPD RIJCOSX def2/J DEFGRID3
* xyz -1 1
C -1.4506 -3.5205 4.0456
C -0.8691 -2.3636 3.0141
C -0.4534 -2.6159 1.4450
C 0.0875 -1.4013 0.4302
C 0.2019 0.1162 1.0405
C -0.2216 0.3425 2.6205
C -0.1601 1.8848 3.2654
In -2.0606 2.9189 2.6014
Br -1.9786 3.0735 -0.0242
I -1.9261 5.6084 3.5784
C -3.9747 2.0570 3.4474
C -4.0808 0.4212 3.4172
C -3.9145 -0.2427 1.9147
N -5.3168 -0.2105 1.2894
C -0.7477 -0.8336 3.6370
H -1.4971 -3.0639 5.1345
H -0.7794 -4.4781 3.9930
H -2.5775 -3.7058 3.7226
H -0.5645 -3.6956 1.0049
H 0.3826 -1.5668 -0.6909
H 0.5628 1.0677 0.4490
H 0.7853 2.3849 2.7348
H -0.0294 1.8457 4.4290
H -4.8934 2.4756 2.8144
H -4.1673 2.4413 4.5571
H -3.3691 -0.0815 4.2264
H -5.1853 0.1531 3.7822
H -3.5863 -1.3800 1.9517
H -3.1127 0.3194 1.2650
H -5.9243 -0.7731 1.9505
H -5.3241 -0.7714 0.3909
H -1.0298 -0.5508 4.7605
C 4.8291 -6.4296 -0.3971
O 3.8742 -6.9352 -1.3142
P 2.6331 -5.8348 -1.8059
O 2.2727 -5.5403 -0.3433
O 1.7170 -7.0994 -2.3350
C 1.5035 -8.2003 -1.4625
O 1.3921 -4.7344 -2.2974
C 1.4834 -4.3593 -3.6572
H 5.7187 -7.0619 -0.4388
H 5.1076 -5.4057 -0.6608
H 4.4290 -6.4638 0.6161
H 1.6076 -7.9250 -0.4103
H 2.2196 -8.9901 -1.7039
H 0.4927 -8.5844 -1.6206
H 1.4108 -5.2398 -4.3011
H 2.4335 -3.8475 -3.8348
H 0.6626 -3.6770 -3.8915
C 1.5417 4.8712 -5.1478
O 2.1150 5.6078 -4.0813
P 1.0033 6.3238 -2.9659
O 0.2504 7.0133 -4.1120
O 2.1900 7.3333 -2.4261
C 2.9460 8.0689 -3.3778
O -0.1085 7.0399 -1.8506
C -0.0627 6.4576 -0.5633
H 2.3022 4.2013 -5.5549
H 0.6974 4.2755 -4.7904
H 1.2192 5.5481 -5.9388
H 2.4066 8.2142 -4.3169
H 3.8821 7.5398 -3.5749
H 3.1806 9.0505 -2.9588
H 0.9380 6.5586 -0.1348
H -0.3333 5.4000 -0.6279
H -0.7807 6.9697 0.0820
*
```

Values from the calculation:
Lowest unoccupied orbital energy, eV: -1.4544
Highest occupied orbital energy, eV: -4.9068
Electronic energy, hartree: -5069.5996
Strongest force on any atom, eV/A: 10.342
Gap between HOMO and LUMO, eV: 3.45

Löwdin population analysis, charges in e, atoms 1 to 6: number 1, C, carries -0.13; number 2, C, carries -0.20; number 3, C, carries -0.05; number 4, C, carries -0.06; number 5, C, carries -0.06; number 6, C, carries -0.23

(3)
Density functional theory data (ωB97M-V with the def2-TZVPD basis set) for a structure of composition C17H35F7N2NbO7S in a non-equilibrium geometry.

Geometry as ORCA input:
```
! wB97M-V def2-TZVPD RIJCOSX def2/J DEFGRID3
* xyz -1 1
C -4.4974 -2.7232 2.6271
Nb -3.1272 -4.2872 1.7466
C -3.1583 -5.6238 3.5520
C -2.4740 -5.1303 4.8351
C -1.0079 -4.8245 4.6757
N -0.6216 -3.4987 4.9160
O -0.1957 -5.6681 4.4107
N -4.7166 -5.4369 0.8736
C -5.6762 -4.7732 0.5685
O -6.6814 -4.2054 0.4235
S -2.8377 -3.1870 -0.5617
O -3.0565 -4.1496 -1.6342
O -3.8033 -2.0896 -0.5695
C -1.2284 -2.2690 -0.9590
F -0.8361 -1.5538 0.1062
F -1.5385 -1.3963 -1.9478
C -0.0367 -3.0785 -1.5106
F -0.4219 -3.7897 -2.5782
F 0.8766 -2.1674 -1.9342
C 0.6913 -4.0449 -0.5074
F 0.4338 -3.7281 0.7563
F 2.0289 -3.9496 -0.7028
F 0.3311 -5.3021 -0.7434
H -5.1609 -2.2888 1.8848
H -3.9285 -1.8971 3.0449
H -5.1124 -3.1271 3.4295
H -1.7577 -5.3656 1.1547
H -1.8058 -3.2489 2.3936
H -4.2171 -5.7255 3.7727
H -2.7996 -6.6140 3.2991
H -2.5382 -5.9048 5.5942
H -3.0047 -4.2611 5.2024
H -1.4308 -2.8956 4.8400
H 0.0244 -3.2066 4.1949
C 2.4131 2.2805 -0.7420
C 3.3415 1.2238 -0.1653
C 3.8546 0.2939 -1.2539
O 2.6799 0.4812 0.8573
H 1.5364 1.8125 -1.1993
H 2.0516 2.9439 0.0449
H 2.9226 2.8772 -1.5003
H 4.1862 1.7094 0.3263
H 3.0208 -0.2323 -1.7263
H 4.5184 -0.4607 -0.8308
H 4.3930 0.8469 -2.0256
H 1.9269 0.0314 0.4578
C 2.7598 3.1888 -6.2505
C 2.5343 2.9864 -4.7600
C 1.6664 4.0868 -4.1695
O 3.7871 2.9265 -4.0748
H 3.2750 4.1367 -6.4313
H 3.3835 2.3913 -6.6542
H 1.8153 3.2022 -6.7956
H 2.0608 2.0187 -4.5933
H 2.1540 5.0597 -4.2841
H 1.5130 3.9206 -3.1037
H 0.6915 4.1330 -4.6562
H 4.2292 3.7718 -4.2042
C 0.9183 6.9960 2.1516
C 0.2603 5.9033 1.3222
C 0.9262 5.7552 -0.0368
O -1.1333 6.1691 1.1697
H 0.8289 7.9621 1.6463
H 0.4303 7.0845 3.1221
H 1.9774 6.7893 2.3116
H 0.3190 4.9566 1.8596
H 0.8327 6.6829 -0.6097
H 0.4465 4.9653 -0.6146
H 1.9856 5.5162 0.0649
H -1.2217 7.0014 0.6945
*
```

Values from the calculation:
Lowest unoccupied orbital energy, eV: 1.5166
Highest occupied orbital energy, eV: -5.9090
Electronic energy, hartree: -2459.1102
Strongest force on any atom, eV/A: 4.411
Gap between HOMO and LUMO, eV: 7.43

Löwdin population analysis, charges in e, atoms 1 to 6: number 1, C, carries -0.31; number 2, Nb, carries 1.42; number 3, C, carries -0.34; number 4, C, carries -0.23; number 5, C, carries -0.59; number 6, N, carries 0.12